# 1
{
  "formula": "C46H48N4Rh",
  "method": "the ωB97M-V functional and the def2-TZVPD basis",
  "species": ["Rh", "N", "N", "N", "N", "C", "C", "C", "C", "C", "C", "C", "C", "C", "C", "C", "C", "C", "C", "C", "C", "C", "C", "C", "C", "C", "C", "C", "C", "C", "C", "C", "C", "C", "C", "C", "C", "C", "C", "C", "C", "C", "C", "C", "C", "C", "C", "C", "C", "C", "C", "H", "H", "H", "H", "H", "H", "H", "H", "H", "H", "H", "H", "H", "H", "H", "H", "H", "H", "H", "H", "H", "H", "H", "H", "H", "H", "H", "H", "H", "H", "H", "H", "H", "H", "H", "H", "H", "H", "H", "H", "H", "H", "H", "H", "H", "H", "H", "H"],
  "positions_angstrom": [[-0.2294, -0.1412, -0.1414], [-2.2451, 0.0517, -0.3673], [1.6382, -0.5392, 0.7377], [0.2742, 1.7231, 0.5119], [-0.6595, -1.7394, -1.3293], [2.1597, 0.5013, 1.2681], [2.3314, -1.7800, 1.0147], [-0.2274, 3.6513, -0.9528], [5.3833, 0.7293, 3.3150], [-0.7574, 4.9392, -1.0453], [3.3557, 0.7980, 2.0526], [5.0247, -0.4486, -0.8546], [0.2836, -2.4629, -1.9385], [2.7755, -3.6377, 2.4314], [-2.6095, 3.0135, 3.2395], [3.4429, 2.2096, 2.0651], [-4.3766, 0.7946, 0.4122], [1.7558, 2.3910, -2.0726], [-2.2960, -2.6959, -2.7852], [-1.3713, 5.5593, 0.0309], [-0.3564, 3.0123, 0.2885], [-0.2076, 3.3824, 3.7871], [2.3732, 4.2384, 1.3349], [-2.9974, 0.8972, 0.3431], [0.5320, -0.8965, 3.5332], [4.2066, -3.1889, 0.5631], [-1.1784, 2.8779, 2.7149], [3.9744, -2.2228, -2.2595], [2.3718, 2.8721, 1.4180], [4.4785, 4.3063, 2.5700], [1.9638, -2.5445, 2.1314], [4.3144, 0.0505, 2.6798], [0.7485, -2.3195, 3.0127], [-0.5890, 2.2000, -2.9779], [4.4990, 2.8919, 2.6643], [1.4656, 1.8042, 0.9988], [-4.2388, -1.1063, -1.0211], [3.7708, -1.3057, -1.0505], [0.0016, -3.3240, -2.9829], [-2.8658, -0.9425, -1.0417], [-0.5193, -2.8457, 2.3403], [-0.9979, 3.5932, 1.3852], [5.4857, 2.0993, 3.3038], [-1.4965, 4.8853, 1.2315], [3.4198, -2.0984, 0.1965], [3.4534, 4.9463, 1.9175], [3.8953, -3.9480, 1.6750], [0.4003, 3.0846, -2.2185], [-1.9346, -1.8498, -1.7509], [-1.3107, -3.4467, -3.4109], [-5.0103, -0.2210, -0.2823], [2.2240, 2.3170, -3.0559], [5.0727, -3.4424, -0.0343], [0.5763, 3.9656, -2.8422], [0.8348, 3.2482, 3.5064], [5.9033, -1.0827, -0.7175], [-1.4982, 2.7491, -3.2255], [2.4350, 2.9484, -1.4257], [-2.4593, 1.6790, 0.8564], [-0.3688, 4.4452, 3.9796], [-2.8017, 4.0287, 3.5883], [5.1985, 0.1738, -1.7339], [4.8876, -2.8085, -2.1485], [1.6514, 1.3763, -1.6839], [-3.3247, -2.7493, -3.1096], [-1.7583, 6.5643, -0.0713], [1.5738, 4.7839, 0.8504], [-0.8635, 1.3279, -2.3796], [4.2792, -1.0312, 2.6954], [1.4585, -0.4418, 3.8886], [2.5251, -4.2462, 3.2915], [-3.3650, 2.7867, 2.4851], [-6.0851, -0.3307, -0.2448], [0.9335, -2.9451, 3.8903], [-2.7598, 2.3482, 4.0893], [-0.1372, 1.8469, -3.9064], [-1.3759, -2.7158, 3.0040], [3.4593, 6.0259, 1.8524], [4.9456, 0.2057, 0.0115], [0.0899, -0.2555, 2.7678], [6.1440, 0.1444, 3.8139], [-0.3790, 2.8445, 4.7207], [5.2799, 4.8831, 3.0144], [0.8022, -3.8830, -3.4458], [3.1596, -2.9367, -2.3964], [-4.9339, 1.5047, 1.0057], [4.5174, -4.7890, 1.9503], [-4.6940, -1.9267, -1.5560], [-0.6684, 5.4659, -1.9874], [1.2847, -2.3340, -1.5515], [2.9396, -0.6277, -1.2653], [-0.7203, -2.2937, 1.4185], [6.3251, 2.5817, 3.7890], [-1.9891, 5.3667, 2.0654], [-0.1642, -0.9286, 4.3731], [4.0765, -1.6322, -3.1701], [-0.4302, -3.9050, 2.0965], [-1.5656, -4.1105, -4.2251], [-0.9745, 1.8123, 2.5665]],
  "atomic_forces_ev_per_a": [[-0.285, 0.021, 0.207], [-0.342, -0.069, -0.120], [0.050, -0.250, -0.066], [0.681, 0.661, 0.193], [0.184, -0.273, -0.145], [-0.450, 0.648, -0.368], [-0.178, 0.315, -0.073], [-0.155, 0.187, 0.092], [-0.050, 0.063, -0.030], [0.038, -0.089, 0.056], [0.009, -0.103, -0.008], [0.020, 0.035, -0.027], [-0.051, -0.065, 0.117], [-0.001, 0.077, -0.037], [-0.073, 0.080, 0.032], [0.209, 0.161, 0.117], [0.072, 0.019, -0.027], [0.038, -0.055, -0.009], [0.129, -0.053, 0.025], [0.015, -0.039, -0.026], [0.194, -0.464, -0.025], [-0.024, -0.007, 0.025], [0.027, 0.126, 0.053], [0.007, -0.013, -0.144], [-0.052, 0.039, 0.023], [-0.071, 0.019, -0.095], [0.075, -0.137, 0.015], [0.035, -0.076, -0.001], [-0.118, 0.064, 0.047], [-0.053, 0.055, -0.033], [0.225, -0.145, -0.132], [0.135, -0.013, 0.087], [0.015, 0.041, 0.086], [-0.043, -0.055, 0.024], [0.071, 0.013, 0.033], [-0.106, -0.859, -0.014], [-0.015, 0.110, 0.049], [-0.036, 0.094, 0.013], [-0.010, -0.005, 0.022], [0.254, -0.114, -0.087], [-0.048, -0.006, -0.052], [-0.159, 0.275, -0.006], [0.018, -0.081, 0.011], [-0.016, -0.052, 0.013], [0.063, -0.223, 0.052], [0.010, -0.071, 0.012], [-0.034, 0.000, 0.039], [0.063, 0.050, -0.008], [-0.100, 0.243, 0.179], [-0.049, 0.048, 0.050], [0.055, -0.051, -0.043], [-0.011, -0.004, 0.000], [0.009, -0.019, -0.002], [0.018, -0.021, -0.003], [0.029, -0.018, -0.033], [-0.002, -0.005, 0.033], [-0.019, 0.003, 0.005], [0.008, 0.022, 0.004], [-0.067, -0.012, -0.020], [0.003, 0.015, -0.017], [-0.013, 0.011, 0.021], [0.007, -0.018, -0.021], [0.028, 0.004, -0.022], [-0.025, -0.011, 0.009], [-0.007, -0.008, -0.019], [0.000, 0.009, -0.002], [-0.003, -0.011, 0.001], [0.030, -0.011, 0.005], [-0.004, 0.006, -0.012], [0.011, -0.001, 0.000], [0.005, -0.019, 0.011], [0.046, -0.031, 0.007], [-0.010, -0.003, 0.002], [-0.038, 0.016, 0.008], [-0.010, -0.033, 0.015], [-0.010, -0.003, -0.023], [-0.022, -0.021, 0.008], [0.001, 0.004, -0.001], [-0.013, 0.022, 0.011], [0.001, -0.016, 0.017], [0.008, 0.003, 0.005], [0.005, 0.005, 0.022], [0.006, -0.001, 0.002], [-0.007, -0.010, -0.010], [-0.020, 0.067, 0.010], [-0.013, 0.007, 0.003], [0.004, -0.008, 0.004], [-0.020, -0.005, -0.004], [-0.009, 0.021, -0.009], [-0.010, -0.050, -0.018], [-0.012, -0.061, -0.029], [-0.001, 0.021, 0.011], [0.002, 0.006, 0.002], [-0.007, 0.024, 0.016], [-0.003, 0.000, 0.006], [-0.017, 0.014, -0.015], [0.014, -0.012, -0.005], [-0.002, -0.002, -0.013], [-0.034, 0.061, -0.058]],
  "homo_energy_ev": [-9.948, -9.947],
  "gap_ev": [6.549, 6.549],
  "e_lumo_ev": [-3.4, -3.4],
  "charge": 1,
  "mol_weight_g_mol": 759.8,
  "multiplicity": 1
}



# 2
{
  "formula": "C46H50BrNO7SSbZr",
  "method": "the ωB97M-V functional and the def2-TZVPD basis",
  "species": ["Sb", "Zr", "Br", "S", "O", "O", "O", "O", "O", "O", "O", "N", "C", "C", "C", "C", "C", "C", "C", "C", "C", "C", "C", "C", "C", "C", "C", "C", "C", "C", "C", "C", "C", "C", "C", "C", "C", "C", "C", "C", "C", "C", "C", "C", "C", "C", "C", "C", "C", "C", "C", "C", "C", "C", "C", "C", "C", "C", "H", "H", "H", "H", "H", "H", "H", "H", "H", "H", "H", "H", "H", "H", "H", "H", "H", "H", "H", "H", "H", "H", "H", "H", "H", "H", "H", "H", "H", "H", "H", "H", "H", "H", "H", "H", "H", "H", "H", "H", "H", "H", "H", "H", "H", "H", "H", "H", "H", "H"],
  "positions_angstrom": [[-0.1829, 3.0424, -2.3108], [0.6635, -0.6236, 0.5671], [3.4989, -0.3261, 1.2436], [-0.1437, 1.9405, 1.6566], [1.0689, 1.4524, 0.8582], [1.2746, -0.3314, 4.3950], [0.9063, -1.3835, 2.4276], [1.5352, -0.2200, -1.6845], [-1.2399, -1.9979, 1.0376], [-0.9369, 2.8822, 0.9364], [-0.9060, -0.8805, -1.1760], [-0.8804, 0.5794, 1.9465], [0.0897, 3.8323, 5.1438], [2.5480, 5.7148, -0.1502], [0.4332, 6.8469, -0.2030], [2.0592, 4.9669, -4.4654], [2.0352, 4.6648, -0.9048], [4.0826, -2.0416, 0.6381], [2.9035, 3.4750, -1.2111], [-0.6254, -0.7541, -2.5800], [2.9068, 0.0053, -2.0629], [0.8629, -0.7882, -2.8059], [-2.4647, -1.5124, 0.4913], [0.5561, -0.6177, 3.4836], [3.6318, -4.1496, -0.4038], [0.5072, 2.6693, 3.1030], [1.8757, 2.7217, 3.3226], [5.4046, -2.3290, 0.7720], [5.0073, -4.4596, -0.2586], [1.4597, 3.8872, 5.4000], [-2.6612, 4.7430, -3.3149], [0.6189, 2.7596, -7.1794], [1.3872, 3.6776, -6.4861], [-0.0897, 5.8089, -0.9638], [3.1187, -2.9091, 0.0637], [1.2270, 3.8921, -5.1148], [-0.3522, 2.0333, -6.5072], [1.7310, -2.5783, -0.0625], [-1.7518, 5.4920, -4.2525], [-4.4530, 3.3894, -1.6260], [-3.1015, 3.0743, -1.6200], [-4.9114, 4.3797, -2.4792], [0.9487, -3.5104, -0.7075], [0.7025, 4.7285, -1.3339], [-2.1983, 3.7373, -2.4511], [2.7487, -5.0671, -1.0274], [1.4356, -4.7487, -1.1871], [1.7578, 6.8017, 0.1984], [0.2694, 3.1345, -4.4260], [-1.2773, -3.3187, 1.6001], [2.3397, 3.3355, 4.4723], [5.8745, -3.5785, 0.3148], [-0.8485, -0.0483, 3.2823], [1.9803, 4.5135, 6.6621], [-0.5122, 2.2224, -5.1437], [-4.0216, 5.0461, -3.3080], [-2.2468, -1.3819, -0.9903], [-0.3955, 3.2354, 3.9957], [-2.7342, 2.3207, -0.9307], [-0.7969, 5.7356, -3.7824], [-2.2150, 6.4243, -4.5753], [6.0837, -1.6156, 1.2181], [-1.5671, -0.8665, 3.2564], [-2.6618, -0.5427, 0.9446], [-0.2899, -3.5146, 2.0033], [-4.3883, 5.8242, -3.9676], [2.1240, 4.2662, -7.0213], [3.1404, -6.0148, -1.3758], [-2.0232, -3.3451, 2.3955], [2.5615, 2.6055, -0.6458], [2.2225, 3.7405, 7.3943], [2.8894, 5.0839, 6.4733], [-0.9892, 1.3399, -7.0418], [-2.9539, -0.6872, -1.4472], [1.0870, -0.1867, -3.6915], [-3.2836, -2.1973, 0.7084], [-0.1082, -3.3123, -0.8646], [-1.5225, -4.0542, 0.8340], [-1.0945, 0.6157, 4.1074], [-1.3035, 1.6765, -4.6381], [3.5829, 5.6790, 0.1720], [2.1785, 7.6084, 0.7852], [-1.0867, -1.5979, -3.0970], [-1.4590, 3.2203, 3.7900], [-0.1950, 7.6845, 0.0720], [3.9439, 3.6668, -0.9472], [5.3611, -5.4185, -0.6174], [1.5871, 5.3583, -3.5665], [2.5636, 2.2944, 2.6075], [2.8756, 3.2128, -2.2709], [1.2294, -1.8064, -2.9547], [-2.3093, -2.3501, -1.4934], [3.4060, 3.3850, 4.6555], [3.3784, -0.9489, -2.3071], [3.4214, 0.4782, -1.2411], [6.9222, -3.8238, 0.4209], [-1.5342, 4.8997, -5.1427], [-1.1317, 5.8439, -1.2608], [2.2102, 5.7966, -5.1565], [2.9227, 0.6669, -2.9306], [3.0514, 4.6023, -4.1894], [-5.9617, 4.6414, -2.4977], [-0.6028, 4.2732, 5.8495], [0.7599, -5.4424, -1.6723], [-1.0707, 0.1730, -2.9263], [-5.1386, 2.8766, -0.9627], [0.7620, 2.6286, -8.2442], [1.2429, 5.1774, 7.1104]],
  "atomic_forces_ev_per_a": [[-0.044, -0.124, 0.027], [-0.272, -1.155, 0.049], [-0.048, 0.002, -0.041], [0.143, -0.010, 0.188], [0.026, 0.204, -0.231], [0.113, -0.273, 0.155], [0.180, 0.619, 0.273], [0.091, 0.364, 0.097], [0.065, -0.070, -0.087], [-0.078, 0.039, -0.042], [-0.020, 0.025, 0.121], [0.100, -0.273, -0.096], [0.008, 0.002, 0.011], [-0.012, -0.020, -0.005], [-0.007, 0.005, -0.006], [-0.009, -0.001, 0.021], [-0.037, 0.048, 0.047], [-0.067, 0.015, 0.028], [0.050, -0.001, -0.038], [0.013, -0.004, 0.026], [-0.030, 0.062, -0.083], [-0.042, 0.006, -0.011], [-0.004, -0.001, 0.041], [-0.213, -0.014, -0.328], [-0.043, -0.040, -0.018], [0.011, 0.085, -0.113], [-0.036, -0.050, 0.076], [0.027, -0.049, -0.022], [-0.002, -0.017, -0.002], [0.008, -0.001, 0.016], [-0.001, -0.040, 0.009], [0.004, 0.001, -0.049], [0.010, 0.034, 0.053], [-0.004, 0.037, -0.017], [0.090, 0.021, 0.057], [-0.077, -0.078, -0.002], [-0.046, -0.003, 0.015], [-0.050, 0.160, -0.101], [-0.025, 0.089, 0.031], [0.006, -0.013, 0.017], [-0.009, 0.047, -0.014], [-0.022, 0.007, -0.003], [-0.051, -0.010, -0.013], [0.001, -0.020, 0.017], [-0.010, 0.043, -0.061], [0.032, 0.018, 0.019], [0.007, -0.007, -0.004], [-0.008, 0.007, -0.003], [0.185, 0.042, -0.014], [-0.034, 0.072, 0.105], [0.015, -0.004, -0.007], [-0.018, 0.019, 0.016], [0.130, 0.053, -0.109], [-0.011, 0.007, 0.000], [0.102, 0.048, 0.003], [0.020, -0.023, -0.007], [0.055, 0.000, -0.041], [-0.001, 0.029, 0.021], [-0.003, -0.012, 0.008], [-0.023, -0.010, -0.004], [-0.017, -0.003, 0.025], [-0.001, -0.014, 0.001], [-0.043, 0.013, 0.093], [-0.020, 0.009, 0.029], [0.014, -0.010, 0.001], [0.005, -0.004, 0.005], [-0.006, 0.003, 0.003], [0.004, 0.010, -0.002], [0.010, -0.008, 0.020], [-0.006, -0.016, 0.005], [-0.001, 0.000, -0.010], [-0.004, -0.010, -0.004], [0.008, -0.002, 0.009], [-0.024, 0.001, -0.004], [0.016, -0.051, -0.021], [-0.008, -0.008, -0.016], [-0.006, -0.014, 0.010], [-0.006, 0.000, -0.016], [-0.042, 0.129, -0.102], [-0.019, -0.052, 0.055], [-0.009, -0.003, -0.003], [-0.004, -0.007, -0.003], [-0.007, 0.026, -0.046], [0.014, 0.006, -0.017], [0.007, -0.003, -0.002], [-0.006, 0.008, 0.000], [-0.010, 0.009, -0.004], [0.025, 0.001, -0.017], [-0.001, 0.008, -0.003], [-0.009, 0.005, -0.061], [0.011, -0.033, 0.045], [0.012, -0.005, -0.012], [-0.010, -0.003, -0.006], [0.008, -0.014, 0.030], [0.010, 0.050, 0.063], [-0.001, 0.008, 0.003], [-0.015, 0.027, 0.002], [0.014, 0.002, -0.007], [-0.007, -0.009, -0.002], [-0.003, -0.021, -0.002], [0.000, -0.037, 0.018], [0.004, 0.000, 0.005], [0.001, -0.002, -0.005], [0.004, 0.004, -0.001], [-0.037, 0.135, -0.018], [0.011, 0.001, -0.010], [0.001, -0.005, 0.005], [0.004, -0.005, -0.008]],
  "homo_energy_ev": -10.062,
  "gap_ev": 7.790,
  "e_lumo_ev": -2.3,
  "charge": 1,
  "mol_weight_g_mol": 1053.9,
  "multiplicity": 1
}



Number 1: E -57447.5717 eV. Number 2: E -153027.8526 eV.